{
  "formula": "C5H11NO3",
  "method": "ωB97M-V/def2-TZVPD",
  "elements": ["O", "N", "O", "O", "H", "C", "C", "C", "C", "C", "H", "H", "H", "H", "H", "H", "H", "H", "H", "H"],
  "positions_angstrom": [[0.92121, 2.65989, 3.24318], [0.40143, 1.74747, 2.68123], [-0.24912, 1.88229, 1.66524], [0.64678, 0.51764, 3.19348], [0.23594, -0.13607, 2.55757], [-0.48316, -1.26763, 0.47891], [0.23353, -0.77478, -0.51683], [1.69474, -0.90554, -0.49367], [-0.28415, 0.22473, -1.51387], [-1.78859, 0.35598, -1.76976], [-1.62062, -1.28805, 0.58267], [-0.06293, -2.07298, 1.15801], [2.29394, -0.17683, -0.93309], [2.10141, -1.15240, 0.48201], [1.99099, -1.81486, -1.10804], [0.18822, 1.17526, -1.45606], [0.13318, -0.12706, -2.48035], [-2.06758, 1.08345, -2.57096], [-2.22625, 0.70446, -0.90020], [-2.05898, -0.63497, -2.29946]],
  "atomic_forces_ev_per_a": [[0.463, -0.209, 1.205], [0.041, 1.887, -1.527], [-0.293, -1.363, 0.270], [-0.516, -1.084, -0.476], [0.255, 0.817, 0.326], [-2.085, -2.610, 1.282], [-0.650, 2.343, 0.851], [0.996, -3.593, -0.419], [-0.177, -1.109, -2.364], [1.214, -1.523, -3.161], [1.668, 0.606, -0.530], [-0.048, 1.187, -0.675], [0.517, 1.858, -0.637], [-0.118, 0.177, 0.262], [-0.405, 0.721, 0.476], [0.510, 0.919, 0.830], [0.019, 0.012, 0.179], [0.775, -0.189, 0.622], [-1.684, -0.139, 1.745], [-0.481, 1.295, 1.742]],
  "mulliken_charge": [-0.5538, 0.9905, -0.4746, -0.4168, 0.4112, -1.3293, 1.2471, -1.6483, -0.6154, -1.3255, 0.2518, 0.4584, 0.4228, 0.3969, 0.3111, 0.4452, 0.4174, 0.3518, 0.4010, 0.2585],
  "e_above_lowest_kj_mol": 597.87,
  "largest_force_ev_per_a": 3.75,
  "spin_multiplicity": 1,
  "smiles": "O=[N+]([O-])O.C=C(C)CC",
  "homo_ev": -9.692,
  "orbital_gap_ev": 10.20,
  "mol_weight_da": 133.1,
  "lumo_ev": 0.51
}